Density functional theory data (the ωB97M-V functional and the def2-TZVPD basis) for C44H59Cl2N5P2S2SiV as an isolated structure at a distorted geometry.

Values from the calculation:
- total charge = -2
- LUMO level (spin up / spin down) (eV) = 4.07 / 4.07
- multiplicity = 2
- energy (eV) = -152897.203
- frontier orbital gap (spin up / spin down) (eV) = 5.81 / 4.99
- maximum force (eV/Å) = 2.0

XYZ file:
```
116
C44H59Cl2N5P2S2SiV, DFT the ωB97M-V functional and the def2-TZVPD basis
V 0.82 -1.04 0.55
C -2.64 3.63 1.22
C -1.97 3.31 2.55
C -3.02 3.13 3.65
P -0.78 1.88 2.26
C 0.24 1.98 3.85
C -0.17 1.36 5.19
C 0.66 3.44 4.07
C -1.95 0.46 2.34
C -2.47 -0.11 3.50
C -3.29 -1.22 3.47
C -3.58 -1.81 2.24
C -3.12 -1.25 1.07
C -2.32 -0.08 1.06
N -1.88 0.54 -0.10
C -2.69 0.61 -1.20
C -4.10 0.31 -1.14
C -4.90 0.24 -2.25
C -4.40 0.52 -3.52
C -3.11 1.02 -3.59
C -2.27 1.12 -2.48
P -0.77 2.17 -2.61
C -0.19 1.88 -4.37
C 0.08 0.40 -4.65
C 1.10 2.68 -4.61
C -1.61 3.88 -2.87
C -1.66 4.46 -4.29
C -3.04 3.94 -2.32
H -3.24 4.55 1.28
H -3.30 2.81 0.91
H -1.88 3.76 0.45
H -1.34 4.16 2.81
H -3.68 2.29 3.41
H -3.64 4.03 3.73
H -2.56 2.94 4.62
H 1.14 1.45 3.54
H -1.07 1.81 5.60
H 0.64 1.52 5.91
H -0.31 0.28 5.10
H -0.13 4.00 4.58
H 0.89 3.93 3.12
H 1.56 3.47 4.70
H -2.25 0.33 4.46
H -3.69 -1.63 4.39
H -4.17 -2.72 2.20
H -3.34 -1.73 0.13
H -4.54 0.12 -0.17
H -5.95 -0.03 -2.13
H -5.01 0.42 -4.41
H -2.75 1.37 -4.55
H -0.94 2.23 -5.07
H 0.58 0.28 -5.62
H 0.74 -0.03 -3.89
H -0.84 -0.19 -4.66
H 1.03 3.70 -4.21
H 1.33 2.74 -5.68
H 1.93 2.20 -4.10
H -0.99 4.55 -2.26
H -2.29 3.85 -4.94
H -0.67 4.55 -4.75
H -2.10 5.46 -4.25
H -3.75 3.56 -3.06
H -3.31 4.98 -2.08
H -3.17 3.34 -1.43
S -0.58 -2.98 0.58
C 0.84 -3.95 0.78
S 2.27 -3.03 0.87
C 0.77 -5.35 0.83
C -0.45 -6.03 0.58
N -1.43 -6.59 0.34
C 1.91 -6.15 1.11
N 2.81 -6.84 1.35
C 4.77 -0.90 -4.09
C 3.62 -0.90 -3.13
C 2.86 -2.05 -2.88
C 1.86 -2.02 -1.93
N 1.55 -0.92 -1.20
C 2.21 0.21 -1.52
C 3.25 0.24 -2.43
H 4.69 -1.73 -4.79
H 5.72 -1.00 -3.55
H 4.81 0.03 -4.66
H 3.06 -2.97 -3.41
H 1.30 -2.92 -1.72
H 1.90 1.10 -0.99
H 3.79 1.17 -2.58
C 4.05 2.22 3.01
Si 3.40 1.48 1.37
C 4.97 1.02 0.39
C 2.58 2.94 0.47
N 2.28 0.22 1.61
C 2.38 -0.61 2.71
C 3.58 -0.93 3.38
C 3.59 -1.80 4.46
C 2.41 -2.38 4.92
C 1.23 -2.11 4.26
C 1.21 -1.24 3.18
H 3.98 3.31 2.99
H 5.09 1.96 3.20
H 3.46 1.86 3.87
H 5.88 1.24 0.97
H 5.04 1.57 -0.55
H 4.97 -0.04 0.15
H 3.03 3.10 -0.52
H 2.71 3.86 1.04
H 1.51 2.77 0.34
H 4.51 -0.52 3.00
H 4.53 -2.04 4.94
H 2.43 -3.06 5.77
H 0.30 -2.57 4.58
H 0.26 -1.03 2.68
Cl -0.89 -4.57 -4.02
C -1.69 -3.88 -2.58
Cl -1.47 -2.14 -2.48
H -1.27 -4.34 -1.70
H -2.75 -4.08 -2.67
```